Entry 1:
# C5H13NO2

2 unconnected molecules or ions with the total composition C5H13NO2 (wB97M-V/def2-TZVPD, the OMol25 dataset).

Computed properties:
HOMO-LUMO gap = 9.691 eV
Max |F| = 1.7 eV Å⁻¹
LUMO energy = 0.030 Eh
Molecular weight = 119.16 g/mol
Relative energy (zero: lowest compared OMol25 entry of this formula, charge and spin) = 48.7 kcal/mol

Each line ends with the natural charge from an NBO analysis.
Atoms and positions in Å:
C  -0.73600  -1.69161  -1.47270  -0.06
O  -0.54356  -2.21434  -2.78543  -0.73
C  0.01758  -0.35530  -1.26721  -0.41
C  0.87904  -0.20155  -0.00238  -0.46
C  -0.05080  -0.05259  1.16998  0.19
C  -0.54074  -1.03857  1.93249  -0.48
N  -0.46890  1.26954  1.43291  -0.87
H  -1.80351  -1.65616  -1.25980  0.18
H  -0.26909  -2.48139  -0.87688  0.17
H  0.11259  -1.72413  -3.28283  0.47
H  -0.71196  0.45524  -1.27562  0.20
H  0.61493  -0.14223  -2.16443  0.20
H  1.61322  0.58772  -0.13401  0.23
H  1.58885  -1.03064  0.16756  0.22
H  -0.14486  -2.03927  1.91066  0.21
H  -1.35167  -0.80932  2.60836  0.19
H  -0.91661  1.88752  0.76846  0.39
H  -0.95196  1.39645  2.30930  0.38
H  1.52141  3.78093  1.87688  0.47
H  0.90005  2.59131  1.00713  0.49
O  1.24999  3.49108  0.99191  -0.98

***

Entry 2:
# C15H35N3O4SSi

4 unconnected molecules or ions with the total composition C15H35N3O4SSi (wB97M-V/def2-TZVPD, the OMol25 dataset).

Computed properties:
HOMO-LUMO gap = 8.661 eV
Max |F| = 5.3 eV Å⁻¹
LUMO energy = 0.009 Eh
Molecular weight = 381.61 g/mol

Each line ends with the natural charge from an NBO analysis.
Atoms and positions in Å:
S  3.49100  -3.11235  0.54544  -0.10
C  2.84926  -2.73823  -1.17843  -0.51
C  2.68345  -1.15639  -1.40753  -0.41
C  1.14207  -0.74210  -1.61922  -0.86
Si  0.09346  -0.84997  -0.01228  1.11
C  -1.43842  -1.99690  -0.14294  -0.86
C  -0.93282  -3.46294  -0.80560  0.22
C  -1.07229  -3.53358  -2.48089  -0.51
O  -1.99311  -4.29807  -1.39334  -0.49
H  3.31117  -4.48896  0.67607  0.15
H  3.63700  -3.14717  -1.88126  0.22
H  1.86381  -3.26876  -1.35249  0.20
H  3.19377  -0.95611  -2.40752  0.21
H  3.20968  -0.53842  -0.62479  0.21
H  0.74006  -1.45651  -2.40979  0.24
H  1.11486  0.28730  -2.08625  0.24
H  0.85993  -1.23790  1.17309  -0.17
H  -0.39948  0.51776  0.23031  -0.14
H  -1.84702  -2.28864  0.87261  0.26
H  -2.21610  -1.60902  -0.85738  0.26
H  0.00330  -3.98068  -0.31866  0.22
H  0.04679  -3.88641  -2.46938  0.18
H  -1.36479  -4.40339  -3.13132  0.32
C  -3.20247  1.10673  1.09911  0.53
O  -2.10023  0.70932  1.43029  -0.64
N  -3.62239  2.39601  1.16668  -0.43
C  -4.95310  2.79634  0.75192  -0.41
C  -2.70936  3.40480  1.66988  -0.42
H  -3.96990  0.42212  0.70347  0.11
H  -4.86886  3.52987  -0.05400  0.22
H  -5.47040  3.24718  1.60236  0.20
H  -5.52764  1.93993  0.39718  0.21
H  -1.81569  3.42646  1.04220  0.21
H  -2.41331  3.14561  2.68896  0.21
H  -3.18487  4.38500  1.66435  0.21
C  -4.25278  5.20353  -3.11329  0.53
O  -5.04921  5.19570  -2.19222  -0.63
N  -3.68463  4.10129  -3.67448  -0.43
C  -2.74244  4.19518  -4.77141  -0.40
C  -4.03340  2.79163  -3.15861  -0.42
H  -3.91976  6.14424  -3.57990  0.11
H  -3.13858  3.65028  -5.63177  0.20
H  -1.79180  3.75086  -4.46642  0.20
H  -2.57569  5.23496  -5.05390  0.21
H  -5.11111  2.64416  -3.25914  0.21
H  -3.77053  2.74390  -2.09906  0.21
H  -3.50352  2.01135  -3.70399  0.21
C  5.28609  -3.10298  3.45315  0.53
O  5.53124  -4.29270  3.40284  -0.63
N  5.80459  -2.23424  4.36266  -0.44
C  5.46547  -0.82611  4.36115  -0.40
C  6.72584  -2.73535  5.36466  -0.42
H  4.59934  -2.62321  2.73787  0.12
H  6.37648  -0.23796  4.22369  0.19
H  5.00665  -0.56662  5.31860  0.19
H  4.76677  -0.59469  3.55658  0.22
H  7.59071  -3.18041  4.86763  0.21
H  6.22862  -3.50723  5.95637  0.21
H  7.05426  -1.92749  6.01814  0.20

***

Entry 3:
# C28H32MgN10O8S2

A molecular structure, C28H32MgN10O8S2 (wB97M-V/def2-TZVPD, the OMol25 dataset).

Computed properties:
HOMO-LUMO gap = 7.254 eV
Max |F| = 0.6 eV Å⁻¹
LUMO energy = -0.018 Eh
Molecular weight = 725.06 g/mol
Relative energy (zero: lowest compared OMol25 entry of this formula, charge and spin) = 1.9 kcal/mol

Each line ends with the natural charge from an NBO analysis.
Atoms and positions in Å:
Mg  0.06394  -0.10537  0.73309  1.77
O  -1.67381  -1.11485  1.42842  -0.71
C  -1.79860  -1.70702  2.50378  0.46
C  -0.75208  -2.10996  3.38861  -0.36
C  -1.13206  -2.75331  4.57621  -0.08
C  -0.17080  -3.19099  5.44631  -0.07
C  1.19735  -3.02163  5.16523  -0.12
C  1.58586  -2.40655  4.01239  -0.32
C  0.63166  -1.91339  3.06735  0.55
O  1.02059  -1.34349  2.00119  -0.86
N  -0.57124  -3.84899  6.68143  0.54
O  -1.76273  -3.96934  6.90526  -0.40
O  0.30993  -4.24877  7.42039  -0.39
H  -2.81881  -1.97285  2.82648  0.13
H  -2.17675  -2.90589  4.81119  0.24
H  1.92618  -3.38700  5.87371  0.25
H  2.63263  -2.26824  3.77944  0.23
S  1.15787  3.41045  -1.09366  -0.41
C  1.23505  2.28111  -2.30330  0.09
N  1.28549  1.46561  -3.13697  -0.63
C  -2.54461  4.26391  -3.01178  -0.62
C  -2.87286  3.11359  -3.95402  -0.22
C  -1.71117  2.79332  -4.88315  -0.62
C  -3.37878  1.87070  -3.22807  -0.21
N  -2.42453  1.27985  -2.28578  -0.16
C  -1.67520  0.17455  -2.37066  0.21
N  -1.08803  -0.01384  -1.21241  -0.40
N  -1.47536  1.02210  -0.44788  -0.15
N  -2.26103  1.80114  -1.06895  0.00
H  -2.29806  5.15141  -3.59436  0.22
H  -1.67954  4.03448  -2.38694  0.24
H  -3.38332  4.50875  -2.35811  0.21
H  -3.73242  3.40396  -4.57118  0.21
H  -0.81776  2.50592  -4.33194  0.24
H  -1.45918  3.66447  -5.48679  0.22
H  -1.95273  1.97755  -5.56979  0.20
H  -3.61036  1.08522  -3.94925  0.22
H  -4.27812  2.06863  -2.64562  0.23
H  -1.59451  -0.44069  -3.24873  0.24
N  0.20226  1.55456  2.12937  -0.50
C  0.43885  2.62668  2.46049  0.44
C  0.73394  3.96405  2.86820  -0.15
C  1.67669  4.68818  2.13823  -0.16
C  1.95892  5.98692  2.52597  -0.20
C  1.31240  6.54377  3.61984  -0.17
C  0.37707  5.81328  4.34076  -0.21
C  0.07961  4.51413  3.96994  -0.17
H  2.15741  4.24098  1.27866  0.26
H  2.68259  6.56389  1.96715  0.23
H  1.53918  7.55962  3.91478  0.22
H  -0.12132  6.25607  5.19182  0.22
H  -0.64578  3.92915  4.51774  0.23
C  7.69212  0.14367  -6.21049  -0.62
C  6.68317  0.54634  -5.14954  -0.66
S  5.06066  -0.07636  -5.54458  2.19
O  4.53107  0.69196  -6.63732  -0.94
O  5.14749  -1.51539  -5.64114  -0.97
C  4.10125  0.30236  -4.09062  -0.70
C  4.28750  -0.75408  -3.01225  -0.21
N  3.59048  -0.35571  -1.79057  -0.32
C  2.33670  -0.72813  -1.45210  0.48
N  1.90982  -0.05435  -0.39112  -0.63
C  2.91458  0.77322  -0.00925  0.04
C  3.94938  0.61848  -0.87663  0.12
N  5.18453  1.32387  -0.86794  0.53
O  5.36093  2.10753  0.04141  -0.36
O  6.00301  1.06862  -1.74207  -0.42
C  1.53269  -1.73401  -2.18644  -0.67
H  8.67043  0.53703  -5.93692  0.22
H  7.42095  0.54996  -7.18371  0.23
H  7.76071  -0.93964  -6.28971  0.23
H  6.58243  1.62925  -5.07138  0.24
H  6.94845  0.15574  -4.16613  0.24
H  3.06118  0.37327  -4.41236  0.29
H  4.40002  1.28918  -3.73859  0.26
H  5.33217  -0.93211  -2.77890  0.24
H  3.85880  -1.69580  -3.33906  0.23
H  2.83984  1.44986  0.82235  0.24
H  2.14922  -2.48762  -2.66894  0.23
H  0.95190  -1.20736  -2.94382  0.26
H  0.86657  -2.24440  -1.49288  0.24

***

Entry 4:
# C3H5NO2

C3H5NO2 in the gas phase (wB97M-V/def2-TZVPD, the OMol25 dataset).

Computed properties:
HOMO-LUMO gap = 10.475 eV
Max |F| = 4.1 eV Å⁻¹
LUMO energy = 0.033 Eh
Molecular weight = 87.08 g/mol
Relative energy (zero: lowest compared OMol25 entry of this formula, charge and spin) = 71.1 kcal/mol

Each line ends with the natural charge from an NBO analysis.
Atoms and positions in Å:
O  1.80823  -1.37250  -0.31642  -0.52
C  1.63418  -0.44214  0.43467  0.44
C  0.43392  0.45373  0.35470  -0.35
N  -0.50245  -0.01365  -0.60402  -0.71
C  -1.93082  -0.21014  -0.28268  0.49
O  -2.38886  -0.42701  0.81217  -0.53
H  2.36308  -0.18563  1.22308  0.11
H  -0.07396  0.49392  1.32248  0.24
H  0.78384  1.48227  0.13110  0.22
H  -0.13745  -0.64118  -1.32132  0.41
H  -1.93458  0.37469  -1.23186  0.20